(1)
# C35H49BN6ORuS4

A structure of composition C35H49BN6ORuS4 in a non-equilibrium geometry (the ωB97M-V functional and the def2-TZVPD basis, the Open Molecules 2025 dataset).

Its charge is +4. As for the HOMO-LUMO gap (spin up / spin down): 4.3383 / 4.3718 eV. The spin multiplicity is 1. The value obtained for the total energy is -94638.9323 eV. As for the max |F|: 1.59 eV/Å.

Each line ends with the Löwdin charge.
Positions of all 97 atoms, in Å:
Ru (1.920237, 2.036512, -0.004428)  0.729
S (0.126793, 3.288661, -0.299885)  0.866
S (1.425121, 1.360790, 2.247622)  0.996
S (4.859984, 2.119893, -0.006383)  1.035
S (2.403867, 1.353654, -2.076541)  0.901
O (3.725596, 1.176023, 0.580038)  -0.704
N (0.886295, -0.689366, 0.768358)  0.000
N (-1.769894, 0.086875, 0.874393)  0.225
N (-0.797983, -0.840914, -1.862652)  0.218
N (0.257962, -0.062926, -1.644768)  -0.003
N (-0.953007, 0.986393, 0.339055)  -0.032
N (0.792551, -1.912247, 0.390186)  0.231
C (-5.177911, -0.600377, 1.097448)  -0.004
C (-0.593566, -4.637745, 0.793493)  0.001
C (1.324392, -1.268909, 3.063445)  -0.190
C (-0.925775, -1.384273, -3.062622)  -0.144
C (-1.221888, 2.281843, 0.230980)  -0.496
C (3.037024, 5.613029, -0.786674)  0.004
C (-2.152911, -2.217567, -3.352075)  -0.541
C (-2.965055, 0.501072, 1.265692)  -0.138
C (1.683278, -5.288281, 1.665576)  -0.022
C (-2.834425, 4.234462, 0.399011)  -0.010
C (1.146798, -0.369097, -3.843930)  -0.195
C (2.717026, 6.119967, 0.471584)  -0.212
C (6.155906, 2.013679, 1.199529)  -0.175
C (-3.232716, -1.863881, 2.053123)  -0.041
C (-3.891414, -0.490520, 1.934027)  -0.540
C (3.038531, 5.350723, 1.607261)  0.027
C (2.201598, -0.085315, -4.863545)  -0.011
C (2.091803, 7.467625, 0.631111)  0.004
C (1.602365, -0.882446, 4.474425)  -0.006
C (0.064444, -1.184119, -4.060286)  0.130
C (-3.357425, 1.849107, 1.075557)  0.131
C (1.010146, -2.903061, 1.297074)  -0.117
C (1.181877, 0.215534, -2.557208)  -0.477
C (3.686573, 4.136111, 1.501502)  -0.077
C (-1.700051, -3.638154, -3.731528)  -0.007
C (-2.492393, 2.788992, 0.565255)  -0.193
C (1.444490, -4.381433, -0.668571)  -0.027
C (-4.226379, 0.046055, 3.337958)  -0.012
C (0.924030, -4.301776, 0.772277)  -0.535
C (1.208668, -2.579485, 2.646393)  0.127
C (1.213527, -0.296570, 2.034396)  -0.527
C (4.033385, 3.663672, 0.224609)  -0.469
C (-2.894702, -1.570011, -4.536788)  -0.010
C (3.701231, 4.397954, -0.923883)  -0.076
C (-3.076177, -2.274265, -2.137439)  -0.045
B (0.407026, 0.454524, -0.206701)  -0.642
H (-3.414833, -1.277486, -1.848008)  0.076
H (-2.323762, -1.822379, 2.658746)  0.079
H (2.617345, -0.486647, 4.567581)  0.113
H (1.235192, -5.394325, 2.654139)  0.093
H (-0.050357, -1.672867, -5.019407)  0.149
H (2.498910, -4.105178, -0.727174)  0.098
H (-2.980839, -2.274238, 1.074480)  0.065
H (-4.971650, -0.967556, 0.090804)  0.083
H (1.353632, -5.411787, -1.009717)  0.107
H (-2.171974, 4.862613, 0.997784)  0.101
H (1.714414, 7.855438, -0.312022)  0.099
H (2.840469, 8.170563, 1.006116)  0.123
H (-1.073640, -3.656001, -4.624378)  0.093
H (-5.853568, -1.305763, 1.580084)  0.112
H (4.006293, 4.049264, -1.904386)  0.124
H (-2.583190, -2.733899, -1.279507)  0.061
H (-3.783741, -2.158562, -4.760779)  0.110
H (0.912902, -0.107775, 4.816846)  0.103
H (-2.734069, 4.540072, -0.644277)  0.108
H (1.283978, 7.447040, 1.362761)  0.103
H (3.958708, 3.588167, 2.395776)  0.123
H (1.648462, -6.273356, 1.202934)  0.109
H (-5.707999, 0.349887, 1.021157)  0.094
H (1.314586, -3.379302, 3.367925)  0.147
H (-3.857592, 4.426473, 0.712249)  0.108
H (2.019219, -0.651461, -5.773688)  0.109
H (2.807009, 5.742328, 2.590890)  0.148
H (2.804285, 6.190947, -1.672322)  0.144
H (-3.952504, -2.871423, -2.386038)  0.109
H (-1.159473, -3.951992, 0.160770)  0.064
H (3.190009, -0.356170, -4.486348)  0.105
H (-0.711997, -5.650253, 0.406367)  0.111
H (-4.890908, -0.658331, 3.837238)  0.110
H (-3.926937, -2.547154, 2.540540)  0.109
H (6.559560, 1.004083, 1.122529)  0.088
H (-3.215635, -0.553507, -4.302072)  0.099
H (1.515511, -1.742287, 5.134229)  0.111
H (-4.353817, 2.151355, 1.372028)  0.148
H (2.734141, -5.013080, 1.773374)  0.106
H (-0.998876, -4.609447, 1.805886)  0.098
H (-3.329610, 0.152914, 3.951911)  0.095
H (-2.580124, -4.243104, -3.947645)  0.111
H (2.216780, 0.974818, -5.125772)  0.107
H (0.870297, -3.749882, -1.346935)  0.059
H (-2.290378, -1.544209, -5.444583)  0.092
H (5.785534, 2.219553, 2.200813)  0.075
H (-1.157055, -4.117194, -2.913965)  0.084
H (6.921149, 2.734478, 0.901542)  0.098
H (-4.742691, 1.006228, 3.306027)  0.092

Cartesian forces (eV/Å) of the 6 atoms listed first:
0.3 0.1 1.0
0.3 -0.3 0.3
-0.5 1.0 -1.2
-0.1 -0.6 0.0
-0.2 -0.1 0.5
0.4 0.4 -0.1

(2)
# ArH16HeO8

A structure of composition ArH16HeO8 in a non-equilibrium geometry (the ωB97M-V functional and the def2-TZVPD basis, the Open Molecules 2025 dataset).

As for the HOMO-LUMO gap: 10.9255 eV. The spin multiplicity is 1. The value obtained for the total energy is -31073.0675 eV. As for the max |F|: 1.10 eV/Å.

Each line ends with the Löwdin charge.
Positions of all 26 atoms, in Å:
Ar (1.922127, -1.715740, 2.582781)  0.082
O (1.181267, -3.218860, -0.546809)  -0.073
O (-1.438013, 2.504350, -2.881129)  -0.064
O (-1.688673, -1.934070, 1.881151)  -0.051
O (-1.865033, 0.990180, 1.779861)  -0.038
O (-2.057803, -1.272560, -2.430429)  -0.055
O (2.248457, 2.374340, 0.719851)  -0.072
O (4.330847, -1.015060, 0.564481)  -0.087
O (-0.276963, 1.960750, -0.230419)  -0.091
He (0.679037, -0.308450, 0.299431)  0.180
H (0.674937, -2.479480, -0.210389)  -0.038
H (2.077437, 2.930970, 1.479561)  0.027
H (-2.554993, -0.455560, -2.391039)  0.023
H (0.540217, -3.922430, -0.648159)  0.029
H (-1.812943, 0.039730, 1.679071)  0.000
H (-2.233613, -2.510390, 1.345311)  0.052
H (4.571507, -0.089290, 0.529011)  0.028
H (-0.747143, 1.536520, 0.487341)  -0.020
H (-1.963653, -1.451320, -3.366069)  0.034
H (-0.984053, 1.998040, -2.207479)  -0.013
H (-0.389003, 2.897740, -0.070059)  0.067
H (1.379877, 2.119160, 0.408911)  -0.052
H (-0.970543, 3.339150, -2.909709)  0.028
H (-1.388993, -2.488610, 2.601511)  0.047
H (3.472407, -1.056180, 0.143041)  -0.005
H (-2.706703, 1.227060, 1.390371)  0.061

Cartesian forces (eV/Å) of the 6 atoms listed first:
0.0 0.0 0.1
0.3 0.0 0.0
-0.4 0.0 -0.4
0.0 0.2 -0.2
0.2 0.5 -0.1
0.0 -0.2 0.3

(3)
# C23H47Cl10NO3

A cluster of 6 separate species, C23H47Cl10NO3 in total in a non-equilibrium geometry (the ωB97M-V functional and the def2-TZVPD basis, the Open Molecules 2025 dataset).

As for the HOMO-LUMO gap: 9.6823 eV. The spin multiplicity is 1. The value obtained for the total energy is -157470.9489 eV. As for the max |F|: 2.51 eV/Å.

Each line ends with the Löwdin charge.
Positions of all 84 atoms, in Å:
Cl (5.227115, 4.498001, 0.656923)  0.575
Cl (-3.615755, -6.293123, 3.782714)  0.555
Cl (-2.140800, 5.558199, -6.250545)  0.536
Cl (3.140704, 3.877815, -1.939117)  0.545
Cl (3.309729, -4.157079, -3.237336)  0.544
Cl (0.274841, -4.879474, -1.723288)  0.611
Cl (-0.409322, 3.726176, -3.955203)  0.557
Cl (-1.490555, 4.478244, 0.706075)  0.610
Cl (-4.242011, 4.994877, -1.210821)  0.564
Cl (-1.279464, -7.611241, 1.701445)  0.555
O (-3.258701, -0.839478, 1.190991)  0.011
O (-0.069218, -3.638244, 1.163680)  -0.109
O (-3.503220, 0.918600, 2.472032)  0.122
N (-2.263247, 1.180454, 0.658967)  0.104
C (4.375282, -0.690122, 0.925847)  -0.094
C (-2.160705, 4.050165, -3.971272)  -0.687
C (-0.881158, 1.150593, -1.357960)  -0.194
C (-1.156163, -3.835880, 2.074392)  -0.241
C (4.798448, 5.628346, -0.649370)  -0.658
C (-2.124110, -2.652340, 2.206906)  -0.136
C (-1.842324, -8.298208, 3.246416)  -0.657
C (-3.856200, 5.781542, 0.344177)  -0.644
C (-2.107207, -1.719176, 1.060349)  -0.170
C (-3.037551, 0.451460, 1.488174)  -0.625
C (2.076250, 0.867082, 2.065442)  -0.208
C (2.919247, -5.547448, -2.197356)  -0.661
C (1.272045, 0.257132, -0.259461)  -0.184
C (0.974363, 0.959427, 1.037810)  -0.207
C (3.375106, 5.434743, -1.102673)  -0.659
C (3.359311, 1.560543, 1.665878)  -0.220
C (4.325656, 0.814442, 0.749000)  -0.258
C (1.499542, -6.021785, -2.367050)  -0.627
C (-2.378185, 6.009912, 0.509330)  -0.643
C (-2.236568, 0.880177, -0.766456)  -0.170
C (0.094310, 0.005718, -1.174046)  -0.171
C (-2.715729, 4.119420, -5.367557)  -0.660
C (-3.301769, -8.022516, 3.485141)  -0.662
H (1.362468, -6.951814, -1.819266)  0.072
H (2.685600, 5.468213, -0.263827)  0.066
H (4.102443, -1.000324, 1.907893)  0.064
H (-4.378221, 6.735842, 0.356325)  0.074
H (0.714430, 1.992809, 0.904665)  0.097
H (-2.195367, 6.602110, 1.403421)  0.075
H (-1.212220, -1.149046, 1.116263)  0.098
H (5.300620, 1.177241, 0.985868)  0.082
H (-3.907356, -8.331855, 2.638555)  0.067
H (5.383343, -1.014693, 0.769010)  0.062
H (4.136511, 1.082358, -0.268106)  0.077
H (3.123500, -5.266806, -1.168447)  0.071
H (-3.801073, 4.185779, -5.325545)  0.072
H (-2.335086, 4.973405, -3.427571)  0.033
H (-0.697304, -4.045909, 3.012629)  0.105
H (-2.420329, 2.156340, 0.824768)  0.059
H (-2.517545, -0.126639, -0.967949)  0.112
H (-1.225443, -7.886502, 4.039605)  0.069
H (3.104493, 6.219308, -1.806634)  0.072
H (-0.494140, 2.082896, -1.015524)  0.081
H (1.696211, 1.404043, 2.911278)  0.105
H (-0.180740, -4.283794, 0.451478)  -0.036
H (4.926589, 6.636222, -0.259589)  0.071
H (5.500610, 5.481949, -1.464718)  0.067
H (-1.673151, -9.371913, 3.198486)  0.072
H (-1.046795, 1.252138, -2.409499)  0.076
H (3.892900, 1.783161, 2.567386)  0.100
H (3.599403, -6.347914, -2.481073)  0.072
H (-4.253213, 5.158606, 1.140303)  0.073
H (-3.636115, -8.563947, 4.367635)  0.073
H (-2.929414, 1.519445, -1.278779)  0.105
H (-3.113557, -3.026996, 2.360909)  0.113
H (0.510177, -0.196682, -2.129846)  0.102
H (2.204229, -0.145576, 2.391683)  0.100
H (-1.956958, 6.533607, -0.343992)  0.069
H (-2.163511, -2.232148, 0.124984)  0.124
H (1.264900, -6.196828, -3.412476)  0.068
H (3.087785, 2.505610, 1.251315)  0.069
H (-0.418268, -0.883693, -0.889589)  0.085
H (3.793026, -1.176228, 0.177038)  0.054
H (-1.839694, -2.109687, 3.080312)  0.116
H (2.048422, 0.797412, -0.760855)  0.095
H (0.138736, 0.468715, 1.480018)  0.086
H (-2.443921, 3.241595, -5.946183)  0.068
H (1.663971, -0.699886, 0.009562)  0.101
H (-1.715484, -4.682757, 1.732829)  0.064
H (-2.637448, 3.235875, -3.426934)  0.055

Cartesian forces (eV/Å) of the 6 atoms listed first:
0.1 0.0 0.0
0.0 0.0 0.0
0.0 0.0 0.0
0.0 0.0 0.0
-0.1 0.1 0.0
0.2 0.0 -0.3

(4)
# C31H15Cl3F7IrNO2S

A structure of composition C31H15Cl3F7IrNO2S in a non-equilibrium geometry (the ωB97M-V functional and the def2-TZVPD basis, the Open Molecules 2025 dataset).

As for the HOMO-LUMO gap (spin up / spin down): 4.5677 / 4.0036 eV. The spin multiplicity is 2. The value obtained for the total energy is -108235.1901 eV. As for the max |F|: 1.92 eV/Å.

Each line ends with the Löwdin charge.
Positions of all 61 atoms, in Å:
Ir (0.733210, -0.323457, 0.161459)  1.233
Cl (5.020197, -6.412689, 1.613252)  0.673
Cl (-6.754128, 4.148088, 1.187988)  0.724
Cl (5.235875, -1.981540, -1.413719)  0.734
S (1.299228, -1.006814, -2.372880)  0.715
F (2.707606, 0.650616, 5.089471)  0.077
F (0.716805, -1.461237, -5.247380)  0.083
F (-1.115698, -2.034626, -0.932883)  0.004
F (-3.313630, -3.177061, -2.011628)  0.111
F (-1.533773, -2.495322, -6.334542)  0.117
F (1.996767, 4.358132, 2.339234)  0.067
F (-3.567685, -3.361578, -4.731177)  0.115
O (2.821871, -1.295107, -0.028773)  -0.224
O (0.452758, -2.051754, 1.255817)  -0.201
N (0.424685, 1.610377, -0.567461)  -0.083
C (-4.424872, 3.139715, 2.108976)  -0.090
C (-1.419126, -2.397506, -5.008253)  -0.145
C (-5.088164, 2.480063, -0.127778)  -0.090
C (1.384561, 0.805528, 1.734021)  -0.207
C (-5.327007, 3.200620, 1.044816)  -0.646
C (1.822636, 0.289897, 2.937585)  -0.025
C (0.910858, 2.627579, 0.206714)  -0.187
C (-4.007252, 1.645783, -0.203922)  0.001
C (1.194970, -3.014998, 1.623283)  -0.146
C (2.348743, 2.523742, 3.717942)  0.062
C (3.094488, -4.541745, 1.586512)  -0.062
C (4.433686, -2.964223, -0.268191)  -0.585
C (-3.340085, 2.307798, 2.036054)  0.003
C (0.279841, 4.241178, -1.458366)  -0.039
C (-2.148000, 0.500581, 0.898443)  0.130
C (-0.133866, -1.698947, -3.052488)  -0.556
C (1.919410, 3.022887, 2.507959)  -0.209
C (3.212619, -2.458651, 0.268340)  -0.389
C (2.486816, -3.346194, 1.170721)  -0.128
C (-3.122279, 1.473437, 0.900589)  -0.271
C (-2.462846, -2.841860, -4.194835)  -0.147
C (-2.339486, -2.733755, -2.812281)  -0.152
C (-0.248960, 3.196807, -2.219421)  -0.043
C (4.323608, -4.937146, 1.077226)  -0.693
C (-1.201674, -2.162421, -2.270925)  -0.242
C (-0.143472, 1.912322, -1.739763)  -0.150
C (0.859353, 3.949127, -0.242992)  0.009
C (-0.274288, -1.853824, -4.443906)  -0.246
C (2.291189, 1.154560, 3.917443)  -0.263
C (4.994274, -4.173812, 0.127662)  -0.103
C (1.419253, 2.198246, 1.491581)  -0.126
H (2.581674, -5.171092, 2.294021)  0.110
H (-0.532913, 1.087245, -2.321633)  0.086
H (-4.601802, 3.734969, 2.991529)  0.112
H (-3.834075, 1.080132, -1.108212)  0.124
H (0.242992, 5.257847, -1.816679)  0.111
H (-1.548775, 0.310356, 1.773943)  0.061
H (-5.772633, 2.571706, -0.957615)  0.112
H (-2.648670, 2.250089, 2.861824)  0.124
H (0.756095, -3.688890, 2.367783)  0.140
H (5.933382, -4.496342, -0.291646)  0.108
H (1.817014, -0.770805, 3.141649)  0.105
H (-2.079583, -0.182949, 0.072422)  0.045
H (-0.723522, 3.380643, -3.168707)  0.108
H (2.729124, 3.185701, 4.478342)  0.131
H (1.262677, 4.740572, 0.363451)  0.109

Cartesian forces (eV/Å) of the 6 atoms listed first:
0.7 1.1 -0.7
0.3 -0.5 0.2
0.1 0.0 0.0
0.3 0.2 -0.3
-0.3 0.1 0.9
0.0 0.1 0.0